A molecular structure, C41H57BI2N10O3S6SbSr, computed with the ωB97M-V functional and the def2-TZVPD basis.

Geometry as XYZ:
```
122
Properties=species:S:1:pos:R:3:forces:R:3
Sr -1.4673 -0.1373 -0.1932 0.81 -0.52 -1.16
C 2.6678 2.3419 6.5921 -0.02 0.01 0.06
C 2.1515 1.1957 5.7232 0.03 0.06 -0.16
C 2.5966 -0.1216 6.3599 -0.01 0.02 0.02
C 0.6282 1.3089 5.6449 -0.03 -0.01 0.08
N 2.7308 1.3187 4.3603 0.01 -0.08 0.06
C 3.6401 2.2985 3.9693 0.00 -0.01 -0.07
C 3.9004 2.1023 2.6635 -0.03 0.02 0.05
N 3.1790 1.0125 2.2362 0.03 -0.06 0.00
B 3.0496 0.5443 0.7530 0.15 -0.11 -0.01
N 3.7040 1.6082 -0.1739 0.00 -0.05 0.01
C 4.7575 1.3615 -1.0282 0.03 0.05 -0.04
C 4.8535 2.3888 -1.8904 0.02 -0.01 0.06
N 3.8489 3.2964 -1.5703 -0.11 -0.01 -0.05
C 3.1545 2.8110 -0.4912 -0.09 0.15 0.09
S 1.9207 3.5768 0.3854 0.06 -0.07 -0.11
C 3.4758 4.4761 -2.4017 0.09 -0.14 0.11
C 2.0565 4.2903 -2.9375 -0.01 0.03 -0.04
C 3.6310 5.7567 -1.5809 0.00 0.05 -0.07
C 4.4293 4.5602 -3.5931 0.02 0.05 -0.06
N 3.8400 -0.8069 0.5944 -0.10 -0.01 0.06
C 4.5232 -1.4296 1.6131 -0.01 -0.02 -0.01
C 4.8434 -2.6740 1.2164 0.05 0.06 -0.04
N 4.3585 -2.8305 -0.0795 -0.15 -0.11 0.04
C 3.7338 -1.6646 -0.4557 0.06 0.14 -0.16
S 3.0661 -1.2583 -1.9661 -0.01 -0.18 0.20
C 4.4020 -4.1028 -0.8457 0.07 0.16 0.10
C 5.1193 -5.1664 -0.0136 0.01 -0.05 -0.03
C 2.9802 -4.5957 -1.1125 -0.01 -0.04 0.01
C 5.1924 -3.8974 -2.1379 0.03 -0.07 -0.03
C 2.4679 0.5136 3.2790 -0.13 -0.04 -0.06
S 1.4920 -0.8741 3.1967 0.08 0.12 0.12
H 2.2118 2.2401 7.5781 0.01 0.01 -0.01
H 2.3851 3.3171 6.1930 0.00 -0.01 -0.02
H 3.7513 2.3046 6.7187 0.00 0.00 -0.02
H 2.1724 -0.1975 7.3648 0.01 -0.01 -0.03
H 3.6864 -0.1466 6.4412 -0.01 -0.01 -0.01
H 2.2656 -0.9696 5.7665 -0.02 -0.02 -0.05
H 0.2145 1.2312 6.6541 -0.01 0.00 -0.03
H 0.2000 0.5265 5.0232 0.03 -0.03 -0.02
H 0.3410 2.2762 5.2282 0.02 0.01 -0.01
H 3.9787 3.0739 4.6276 0.02 -0.01 -0.02
H 4.4918 2.6831 1.9800 0.02 0.01 0.03
H 1.9059 0.3488 0.4778 -0.14 0.12 -0.07
H 5.3167 0.4447 -0.9827 0.01 0.07 -0.02
H 5.5271 2.5357 -2.7115 0.00 -0.04 0.02
H 1.3194 4.2090 -2.1429 0.03 0.01 0.03
H 1.9919 3.3802 -3.5368 0.00 0.01 0.02
H 1.7996 5.1439 -3.5699 -0.02 -0.02 0.00
H 2.9876 5.7394 -0.7063 -0.03 -0.03 0.03
H 3.3653 6.6138 -2.2057 0.00 -0.02 0.03
H 4.6701 5.8734 -1.2598 -0.02 -0.01 0.01
H 4.3518 3.6860 -4.2410 -0.02 -0.01 0.03
H 5.4692 4.6870 -3.2824 -0.02 0.00 0.02
H 4.1471 5.4348 -4.1808 0.00 -0.01 0.00
H 4.6925 -0.9432 2.5566 0.00 -0.03 -0.01
H 5.3579 -3.4509 1.7463 -0.01 0.01 0.01
H 4.5859 -5.3903 0.9115 0.00 0.02 -0.01
H 6.1456 -4.8801 0.2237 -0.01 0.02 -0.01
H 5.1570 -6.0807 -0.6079 0.00 0.01 0.02
H 2.4507 -4.7306 -0.1667 -0.01 0.02 -0.01
H 3.0299 -5.5601 -1.6266 -0.03 0.04 -0.01
H 2.4185 -3.8899 -1.7189 0.00 0.06 -0.01
H 6.2241 -3.6219 -1.9031 -0.02 0.01 -0.01
H 4.7473 -3.1132 -2.7453 -0.03 0.02 0.01
H 5.2055 -4.8320 -2.7058 0.00 0.02 0.01
S -3.0584 3.6994 -3.9784 -0.04 0.21 -0.09
Sb -2.6894 1.7576 -2.8416 -0.31 0.03 -0.12
S -3.7313 1.5732 -0.7343 -0.10 0.12 -0.20
S -0.4309 1.2460 -2.5203 0.31 0.15 -0.08
I -5.3974 -2.7184 2.2502 -0.04 -0.19 -0.06
C -4.5623 -0.8533 2.6075 -0.07 0.29 0.19
C -5.3258 0.0811 3.3229 -0.09 -0.17 -0.02
C -4.8502 1.3299 3.5867 0.34 -0.11 -0.18
I -6.0538 2.6408 4.6668 -0.12 0.13 0.10
C -3.5532 1.7026 3.1330 -0.13 0.14 0.13
C -2.9882 2.9827 3.3291 -0.08 -0.06 0.03
C -1.7391 3.2604 2.8664 0.18 0.03 -0.01
C -1.0199 2.2543 2.1972 0.00 -0.03 0.12
N -1.5180 1.0603 1.9903 -0.38 0.07 0.51
C -2.7735 0.7608 2.4279 -0.03 -0.13 0.11
C -3.2850 -0.5876 2.1143 0.16 0.15 0.20
O -2.5823 -1.4194 1.4467 -0.33 -0.21 0.51
H -6.3110 -0.2084 3.6646 0.00 0.01 0.00
H -3.5679 3.7385 3.8427 0.01 0.01 -0.01
H -1.2960 4.2395 2.9927 0.00 -0.01 -0.01
H -0.0169 2.4405 1.8247 -0.01 -0.01 -0.07
O -2.0344 -2.0056 -2.0500 -0.27 0.11 0.15
C -1.3944 -2.3978 -3.0231 0.42 -0.02 0.03
C -2.0815 -2.9160 -4.2744 -0.01 0.04 0.05
C -1.8731 -2.0203 -5.5248 -0.02 -0.08 -0.01
C -0.7833 -0.9605 -5.3793 0.02 0.03 0.03
C 0.6362 -1.5062 -5.2389 0.00 -0.01 -0.08
C 0.7323 -2.6494 -4.2289 0.06 -0.16 0.09
N -0.0460 -2.4243 -3.0246 -0.17 0.00 -0.27
H -3.1364 -2.9918 -4.0200 -0.02 0.01 -0.03
H -1.7166 -3.9270 -4.4718 0.02 -0.01 0.04
H -2.8130 -1.5099 -5.7397 0.01 0.03 0.02
H -1.6663 -2.6613 -6.3898 0.01 0.01 0.00
H -0.9922 -0.3425 -4.5021 -0.01 -0.03 -0.04
H -0.8305 -0.2745 -6.2283 0.02 -0.02 -0.03
H 1.2938 -0.6899 -4.9303 -0.02 0.01 0.04
H 1.0076 -1.8791 -6.2017 0.00 0.02 0.00
H 1.7655 -2.8060 -3.9134 -0.04 0.08 -0.03
H 0.4052 -3.5871 -4.6881 -0.06 0.01 -0.03
H 0.4212 -1.9898 -2.2355 0.06 0.00 0.01
N 0.1732 -2.3585 -0.0259 0.07 -0.06 0.14
C -0.2924 -3.0706 0.7566 0.07 0.18 0.15
N -0.7915 -3.9347 1.6277 -0.04 -0.15 -0.15
C -1.9508 -4.7132 1.1685 0.00 0.05 0.02
C -2.0411 -5.9505 2.0388 -0.01 -0.02 0.02
O -2.1339 -5.6221 3.4140 0.02 0.01 -0.01
C -1.0240 -4.8395 3.8368 -0.07 -0.04 0.04
C -0.9055 -3.5569 3.0425 0.06 0.05 -0.05
H -1.8033 -4.9831 0.1228 0.01 -0.02 0.00
H -2.8538 -4.1019 1.2537 0.00 -0.01 0.00
H -1.1580 -6.5839 1.8689 0.01 0.01 0.00
H -2.9352 -6.5245 1.7944 -0.01 0.03 0.00
H -0.1023 -5.4296 3.7373 0.02 0.02 -0.02
H -1.1882 -4.6183 4.8910 0.00 0.01 -0.01
H -0.0240 -2.9917 3.3393 0.03 -0.03 0.00
H -1.7881 -2.9260 3.1729 -0.02 0.00 0.02
```
Positions in Å, forces in eV/Å.

## Properties
Relative energy (zero: lowest compared OMol25 entry of this formula, charge and spin): 0.0000 eV
Spin multiplicity: 2
Gap between HOMO and LUMO (alpha / beta): 4.721 / 5.764 eV
Net charge: -2
M: 1404.38 u
E: -153760.76079 eV
Expectation value of S²: 0.76

Atom charges from the Mulliken analysis, given in e for atoms 1 to 4: 1.23, -2.28, 1.40, -1.57

=====

C6H7N3O in the gas phase, computed with the ωB97M-V functional and the def2-TZVPD basis.

Geometry as XYZ:
```
17
Properties=species:S:1:pos:R:3:forces:R:3
C -1.4954 0.5499 -0.9974 0.54 -1.08 0.44
C -1.2925 0.1609 0.4334 -2.76 -0.87 -0.54
C -0.2397 0.6938 1.1792 4.25 0.79 0.70
C 0.9812 0.5553 0.5369 -2.08 -0.47 0.93
N 2.2011 0.6838 1.1565 1.49 -0.41 0.05
C 3.0212 0.0343 0.3680 -1.32 0.56 -0.23
C 2.3011 -0.4243 -0.8102 -1.69 0.92 1.49
N 1.0245 -0.1495 -0.6881 2.01 0.23 -0.18
N -2.0016 -0.7247 1.0324 -0.32 0.16 -0.58
O -2.8557 -1.3103 0.0796 -0.66 -0.17 0.62
H -1.3729 -0.3581 -1.5647 0.21 -0.20 -0.45
H -0.7339 1.2485 -1.2841 -0.27 0.50 -0.34
H -2.5112 0.8069 -1.1398 -1.03 0.84 -0.16
H -0.2598 1.0498 2.2290 -0.20 -0.34 -0.87
H 4.0485 -0.1862 0.5203 0.74 0.28 0.56
H 2.7248 -0.8619 -1.6544 0.46 -0.96 -1.26
H -3.5399 -1.7681 0.6033 0.62 0.21 -0.17
```
Positions in Å, forces in eV/Å.

## Properties
Relative energy (zero: lowest compared OMol25 entry of this formula, charge and spin): 3.2767 eV
Spin multiplicity: 1
Gap between HOMO and LUMO: 7.906 eV
SMILES string: C/C(C=C1N=CC=N1)=N\O
Net charge: 0
M: 137.14 u
E: -12849.80014 eV

Atom charges from the natural (NBO) analysis, given in e for atoms 1 to 4: -0.66, 0.17, -0.06, 0.21

=====

2 unconnected molecules or ions with the total composition C5H11O2, computed with the ωB97M-V functional and the def2-TZVPD basis.

Geometry as XYZ:
```
18
Properties=species:S:1:pos:R:3:forces:R:3
C 0.3422 1.8747 0.1774 0.15 -0.11 0.10
C 0.2941 1.6545 -1.3341 0.02 0.15 0.16
C 1.3796 0.9671 0.8746 -0.08 0.66 0.10
H 0.5010 2.9193 0.4667 0.08 0.04 -0.25
H -0.6403 1.5907 0.5506 -0.04 0.00 0.12
H -0.2885 2.4244 -1.8568 0.08 -0.13 0.07
H -0.1970 0.6906 -1.4776 0.07 -0.01 -0.23
H 0.8771 0.5071 1.7223 0.39 -0.39 -0.04
H 1.7660 0.2104 0.2013 -0.29 -0.44 -0.03
H 1.2985 1.6117 -1.7696 -0.08 0.06 -0.04
H 2.2811 1.4993 1.2119 -0.27 0.21 0.03
C -1.2339 -2.7741 -0.2624 0.42 0.48 0.34
C -0.9176 -1.6593 0.7758 -0.52 0.34 -0.05
O 0.0679 -1.8267 1.5188 0.14 -0.28 0.05
O -1.6991 -0.6680 0.7454 0.26 -0.21 -0.05
H -2.2322 -2.6009 -0.6436 -0.22 -0.28 -0.10
H -1.0819 -3.7604 0.1743 -0.17 -0.06 -0.02
H -0.5172 -2.6604 -1.0749 0.06 -0.05 -0.17
```
Positions in Å, forces in eV/Å.

## Properties
Relative energy (zero: lowest compared OMol25 entry of this formula, charge and spin): 0.1877 eV
Spin multiplicity: 1
Gap between HOMO and LUMO: 8.138 eV
Net charge: -1
M: 103.14 u
E: -9459.84153 eV

Atom charges from the natural (NBO) analysis, given in e for atoms 1 to 4: -0.41, -0.61, -0.61, 0.17

=====

2 unconnected molecules or ions with the total composition C2H9NOS, computed with the ωB97M-V functional and the def2-TZVPD basis.

Geometry as XYZ:
```
14
Properties=species:S:1:pos:R:3:forces:R:3
N 1.4097 0.9109 0.3687 -3.32 0.33 0.83
C -0.0509 0.4269 0.3572 1.28 1.71 -0.75
C -0.0191 -1.1033 0.2780 1.78 -1.13 -2.93
S -1.2332 -2.1240 -0.6956 -0.74 -0.56 -0.61
H 1.9824 0.3509 -0.2307 0.83 -0.16 0.85
H 1.5354 1.2173 1.3362 1.68 -1.07 -0.88
H -0.5317 1.0566 -0.4165 0.00 -1.49 -0.64
H -0.5465 0.9748 1.1718 0.20 -1.15 0.66
H 0.8481 -1.3884 -0.3907 -0.47 0.99 0.40
H 0.3817 -1.6491 1.1194 -0.88 0.19 0.96
H -0.6324 -2.7459 -1.8797 -0.08 1.50 2.10
O 0.6655 3.5004 0.3884 -0.16 0.20 0.76
H 0.7990 2.9149 1.1477 -0.37 0.81 0.11
H 1.1229 2.9327 -0.2269 0.25 -0.19 -0.85
```
Positions in Å, forces in eV/Å.

## Properties
Relative energy (zero: lowest compared OMol25 entry of this formula, charge and spin): 2.0350 eV
Spin multiplicity: 1
Gap between HOMO and LUMO: 9.903 eV
SMILES string: NCCS.O
Net charge: 0
M: 95.17 u
E: -16590.63109 eV

Atom charges from the natural (NBO) analysis, given in e for atoms 1 to 4: -0.90, -0.26, -0.54, -0.09